C33H24BrN3O2PPdSbSe4 as an isolated structure, computed with ωB97M-V/def2-TZVPD.

Each line ends with the Mulliken charge.
Positions of all 70 atoms, in Å:
Pd 0.467 1.335 -0.054  0.0101
Br -7.430 4.543 1.903  -0.2146
C -7.053 3.011 0.846  0.1662
C -6.059 3.070 -0.116  -0.6726
C -5.778 1.952 -0.885  0.0072
C -6.504 0.770 -0.710  -0.1354
C -7.519 0.751 0.250  0.0434
C -7.786 1.853 1.041  -0.5293
N -6.454 -0.380 -1.533  -0.5925
N -5.452 -0.748 -2.194  -0.5490
C -4.142 -0.335 -2.004  0.1257
C -3.384 -0.308 -3.175  -0.2952
C -2.094 0.177 -3.227  -1.0749
C -1.435 0.611 -2.059  1.1256
O -0.257 1.091 -2.070  -0.8607
C -2.156 0.444 -0.809  0.1325
N -1.463 0.734 0.332  -0.3648
C -2.015 0.565 1.513  -0.3890
C -3.312 0.045 1.635  -1.1401
C -4.030 -0.258 0.514  -0.4346
C -3.480 -0.029 -0.766  0.9729
H -5.488 3.978 -0.251  0.4104
H -4.998 2.016 -1.630  0.3968
H -8.099 -0.157 0.355  0.4242
H -8.564 1.820 1.792  0.3979
H -3.882 -0.639 -4.079  0.3867
H -1.549 0.228 -4.161  0.3944
H -1.430 0.835 2.382  0.4091
H -3.716 -0.102 2.627  0.4450
H -5.018 -0.688 0.606  0.6494
Se 1.541 5.229 3.210  -0.7270
Sb 0.563 3.172 4.025  0.5646
Se 1.214 1.231 2.284  -0.1449
Se -1.854 3.074 4.224  -0.6647
Se 1.868 1.870 5.596  -0.7299
O 0.861 -1.283 -0.397  -0.6383
P 2.324 -1.093 -0.247  1.4653
C 2.928 -1.812 1.303  0.4302
C 3.620 -1.134 2.302  -0.2374
C 3.939 -1.781 3.487  -0.7963
C 3.587 -3.110 3.672  -0.4078
C 2.894 -3.792 2.681  -0.6944
C 2.555 -3.141 1.505  -0.4694
C 3.149 -2.013 -1.593  0.2830
C 2.586 -1.847 -2.858  -0.5514
C 3.125 -2.503 -3.953  -0.6297
C 4.225 -3.337 -3.795  -0.4105
C 4.782 -3.515 -2.537  -0.7549
C 4.245 -2.855 -1.439  -0.2042
C 3.182 0.532 -0.411  1.9260
C 4.560 0.391 -0.223  -1.0871
C 5.399 1.483 -0.077  -0.7436
C 4.870 2.763 -0.087  -0.5803
C 3.514 2.930 -0.301  -0.2595
C 2.672 1.837 -0.480  -0.6098
H 3.834 -0.080 2.200  0.4422
H 4.418 -1.223 4.280  0.4290
H 3.824 -3.606 4.606  0.3642
H 2.593 -4.820 2.834  0.3750
H 1.973 -3.655 0.748  0.4357
H 1.717 -1.206 -2.967  0.3696
H 2.681 -2.369 -4.932  0.4038
H 4.642 -3.853 -4.651  0.3560
H 5.634 -4.171 -2.407  0.3770
H 4.672 -3.009 -0.455  0.3503
H 4.994 -0.599 -0.158  0.2665
H 6.460 1.326 0.077  0.3911
H 5.504 3.624 0.076  0.3702
H 3.080 3.921 -0.305  0.4884
H 1.705 2.235 -0.910  0.0081

The largest force on an atom comes out at 0.97 eV Å⁻¹. The electronic energy comes out at -393912.52760 eV. Its energy above the lowest of the compared OMol25 structures with the same formula, charge and spin is 33.0 kcal/mol. The HOMO energy comes out at -1.50 eV. The orbital gap is 5.113 eV. The net charge is -2.



C17H32AgCl16O7PSn as an isolated structure at a distorted geometry, computed with ωB97M-V/def2-TZVPD.

Each line ends with the Löwdin spin population.
Positions of all 75 atoms, in Å:
Ag -5.384 6.811 17.367  0.3919
Sn -6.661 6.827 13.498  -0.0367
P -7.491 8.212 16.631  -0.0015
O -7.233 7.475 17.979  0.1831
O -6.100 8.188 15.931  0.0761
O -8.004 9.656 16.873  0.0336
O -8.579 7.466 15.765  0.0146
C -4.400 5.097 15.545  0.0110
O -5.538 4.997 15.943  0.1520
O -4.188 5.219 14.309  0.0143
O -3.753 5.654 16.402  0.1465
Cl -1.697 9.191 13.642  -0.0001
C -2.422 8.326 15.040  -0.0003
C -1.544 8.285 16.333  0.0000
Cl -0.352 6.964 16.268  0.0003
H -2.751 7.336 14.726  -0.0001
H -3.297 8.889 15.364  -0.0002
H -2.049 8.137 17.288  0.0000
H -0.981 9.212 16.445  0.0000
Cl -8.710 2.766 17.885  0.0000
C -8.542 3.867 16.506  -0.0004
C -9.807 3.998 15.645  -0.0001
Cl -9.527 4.686 14.018  -0.0027
H -7.810 3.433 15.824  0.0000
H -8.151 4.826 16.847  -0.0003
H -10.532 4.674 16.098  0.0000
H -10.320 3.053 15.466  0.0000
Cl -2.367 5.177 19.998  0.0000
C -0.761 5.168 19.166  0.0000
C 0.153 4.207 19.914  0.0000
Cl -0.420 2.502 19.874  0.0000
H -0.387 6.189 19.240  0.0000
H -0.931 4.908 18.121  0.0000
H 0.205 4.600 20.929  0.0000
H 1.153 4.332 19.498  0.0000
Cl -12.323 6.837 16.928  0.0000
C -11.308 6.773 18.367  0.0000
C -12.002 7.673 19.463  0.0000
Cl -12.132 9.392 18.878  -0.0001
H -10.260 6.987 18.157  0.0001
H -11.323 5.723 18.662  0.0000
H -11.349 7.577 20.331  0.0000
H -12.999 7.312 19.714  0.0000
Cl -7.659 12.333 13.698  -0.0001
C -6.351 11.511 14.720  -0.0001
C -5.069 12.412 14.738  0.0000
Cl -4.298 12.345 13.139  0.0000
H -6.130 10.470 14.484  -0.0002
H -6.684 11.479 15.757  -0.0001
H -4.333 12.176 15.506  0.0000
H -5.355 13.453 14.890  0.0000
Cl -4.132 1.412 20.030  0.0000
C -3.746 2.156 18.460  -0.0001
C -4.595 1.775 17.312  -0.0002
Cl -4.866 0.014 17.222  0.0000
H -2.783 1.733 18.172  0.0000
H -3.737 3.235 18.611  -0.0001
H -4.244 2.124 16.341  -0.0001
H -5.539 2.241 17.596  -0.0001
Cl -4.092 8.131 19.461  0.0124
C -4.682 9.766 19.866  0.0011
C -4.665 10.617 18.623  -0.0002
Cl -3.134 10.790 17.805  -0.0001
H -4.041 10.202 20.632  0.0005
H -5.678 9.616 20.283  -0.0001
H -4.975 11.623 18.906  0.0000
H -5.373 10.286 17.863  -0.0002
Cl -10.113 4.943 21.381  0.0001
C -8.772 5.523 20.424  0.0001
C -7.530 4.694 20.783  0.0013
Cl -6.252 4.920 19.549  0.0047
H -8.575 6.562 20.687  0.0001
H -9.053 5.402 19.377  0.0000
H -7.751 3.626 20.777  0.0002
H -7.135 4.949 21.766  0.0000

The largest force on an atom comes out at 9.22 eV Å⁻¹. The electronic energy comes out at -251961.13046 eV. The HOMO energy (alpha / beta) comes out at -5.73 / -5.27 eV. Its spin multiplicity is 2. The orbital gap (alpha / beta) is 5.364 / 4.874 eV. As for the expectation value of S²: 0.77. The net charge is -1.